Record 1
Density functional theory data (wB97M-V/def2-TZVPD) for a molecular structure, C30H40IrNO3P2S.

Geometry as XYZ:
```
78
C30H40IrNO3P2S wB97M-V/def2-TZVPD
Ir 0.30949 0.51238 0.50746
S 4.66937 1.51327 -0.59789
C 4.56977 -0.18935 -0.82703
C 5.59555 -1.09320 -1.06425
C 5.24670 -2.41999 -1.22979
C 3.89551 -2.85877 -1.16762
C 2.88146 -1.98101 -0.92691
C 3.21250 -0.61928 -0.73624
N 2.33838 0.36865 -0.48205
C 2.95358 1.56332 -0.37234
C 2.22528 2.72688 -0.04220
C 2.80734 4.01874 -0.15231
C 2.06297 5.10669 0.18237
C 0.73609 4.92936 0.65511
C 0.16056 3.67358 0.77460
C 0.87103 2.53118 0.43379
H 6.62696 -0.77245 -1.12900
H 6.02549 -3.14612 -1.42492
H 3.67388 -3.90577 -1.32667
H 1.84622 -2.29649 -0.89651
H 3.81816 4.14045 -0.52546
H 2.47507 6.10201 0.08558
H 0.15851 5.80306 0.93521
H -0.85285 3.60111 1.14930
C -4.50829 0.55456 -0.16280
C -3.06329 1.03909 -0.01608
C -2.86200 2.32322 -0.83060
C -2.79297 1.33925 1.46381
P -1.75164 -0.16898 -0.58342
C -1.54724 -0.01578 -2.38120
C -2.63605 0.05410 -3.25290
C -2.43583 0.16017 -4.62068
C -1.14786 0.19528 -5.13819
C -0.05802 0.12530 -4.28406
C -0.25804 0.02513 -2.91408
C -2.16735 -1.95677 -0.27304
C -3.31530 -2.47149 -1.14497
C -0.89462 -2.72570 -0.64256
C -2.48448 -2.16421 1.21058
H -5.17158 1.37308 0.13084
H -4.73060 -0.29058 0.48756
H -4.76515 0.28563 -1.18682
H -3.42345 3.13189 -0.35429
H -3.22959 2.21733 -1.85047
H -1.81238 2.62181 -0.88562
H -3.46549 2.13342 1.80058
H -1.76802 1.68768 1.62007
H -2.95496 0.47021 2.10138
H -3.64897 0.02654 -2.87520
H -3.28907 0.21359 -5.28357
H -0.99586 0.27854 -6.20645
H 0.94709 0.15244 -4.68540
H 0.59760 -0.02765 -2.25379
H -3.13301 -2.30155 -2.20537
H -4.27512 -2.04118 -0.87352
H -3.39085 -3.55303 -1.00066
H -0.70004 -2.69239 -1.71648
H -1.01296 -3.77332 -0.35269
H -0.02381 -2.32244 -0.11710
H -3.41601 -1.67987 1.50097
H -1.68514 -1.79901 1.85852
H -2.60744 -3.23408 1.40114
C 0.78701 -3.13534 2.44714
O 0.46822 -1.86371 3.04602
P 1.04752 -0.48015 2.53571
O 2.61322 -0.69165 2.39928
C 3.41897 -1.10037 3.54312
O 0.88891 0.38108 3.84543
C -0.10091 1.39949 4.07308
H 0.82914 -3.86059 3.25313
H 1.75161 -3.09994 1.93946
H 0.00538 -3.41760 1.74707
H 4.23768 -1.69627 3.15256
H 2.83029 -1.68781 4.24480
H 3.80013 -0.21234 4.03941
H 0.25034 1.99156 4.91017
H -1.05500 0.93980 4.32281
H -0.20172 2.03538 3.19511
```

## Properties
Total charge ... +2
Lowest unoccupied orbital energy (spin up / spin down) ... -6.455 / -9.379 eV
Calculated total energy ... -2632.33528 hartree
ΔE to the lowest compared entry with this formula, charge and spin ... 0.0 kJ/mol
<S²> ... 6.041
Gap between HOMO and LUMO (spin up / spin down) ... 6.97 / 5.00 eV
Multiplicity ... 5


Record 2
Density functional theory data (wB97M-V/def2-TZVPD) for a molecular structure, C30H40LiN3O2P in a non-equilibrium geometry.

Geometry as XYZ:
```
77
C30H40LiN3O2P wB97M-V/def2-TZVPD
Li -1.08527 -1.00315 -0.35451
O -8.23848 -2.86121 0.37584
N -7.13557 -3.34049 0.67920
O -7.02922 -4.49338 1.25025
C -6.00042 -2.63792 0.24113
C -6.25389 -1.63938 -0.67836
C -5.25393 -0.75451 -1.18416
C -5.33513 0.16144 -2.26405
C -4.21779 0.96129 -2.58498
C -3.03108 0.68477 -1.95877
N -2.86412 -0.28483 -1.04035
C -3.94377 -0.92077 -0.55964
C -3.69122 -1.97382 0.40818
N -2.43309 -2.06120 0.79647
C -2.11038 -2.91964 1.82064
C -3.12399 -3.68598 2.42340
C -4.39814 -3.69399 1.91700
C -4.73311 -2.84124 0.85446
H -7.28824 -1.55510 -1.03673
H -6.26236 0.27812 -2.80085
H -4.32687 1.71518 -3.37057
H -2.21577 1.40198 -2.19743
H -1.08985 -2.90011 2.17779
H -2.87619 -4.31496 3.28451
H -5.17547 -4.39982 2.29518
C 4.22906 -2.44854 1.82496
C 3.43955 -3.00803 0.65981
C 2.91917 -1.82470 -0.22613
C 2.54711 -0.59596 0.57856
C 2.25717 -0.87713 2.04056
C 3.49540 -1.44661 2.80261
P 1.09854 0.30096 -0.31853
C 1.96072 1.16342 -1.80807
C 1.67221 0.34409 -3.09381
C 2.04913 1.07768 -4.35386
C 3.03334 2.26228 -4.16023
C 4.07162 1.96155 -3.05569
C 3.42963 1.71628 -1.68307
C 0.75517 1.87588 0.62491
C -0.51466 1.65666 1.58975
C -1.00815 2.97489 2.18604
C 0.15166 3.84882 2.68494
C 1.54810 3.20042 2.59682
C 1.86519 2.66578 1.19554
H 5.06209 -1.83632 1.43437
H 4.71162 -3.25348 2.36672
H 2.61355 -3.65610 1.02317
H 4.15178 -3.62973 0.07964
H 2.01320 -2.14997 -0.78837
H 3.61801 -1.41259 -0.98456
H 3.32279 0.20903 0.58475
H 1.56634 -1.78503 2.06558
H 1.74107 -0.06608 2.62090
H 3.09409 -1.97950 3.71480
H 4.13659 -0.61385 3.18828
H 1.27103 2.06117 -1.88655
H 0.56310 0.12612 -3.13852
H 2.22669 -0.63477 -3.05785
H 1.13490 1.47026 -4.87240
H 2.44806 0.36933 -5.11834
H 2.54255 3.21711 -3.91142
H 3.64063 2.46354 -5.05047
H 4.70425 2.85244 -2.97705
H 4.69814 1.12248 -3.33696
H 3.48838 2.67855 -1.15394
H 4.00028 0.98368 -1.09274
H 0.32191 2.49023 -0.17978
H -0.21478 0.90344 2.36213
H -1.38552 1.23205 0.99578
H -1.66406 2.73168 3.07063
H -1.70272 3.55915 1.55414
H -0.05088 4.23769 3.68319
H 0.17255 4.77290 2.05869
H 1.63737 2.40224 3.32198
H 2.29033 3.89018 2.93013
H 2.76865 2.01928 1.35971
H 2.19138 3.45589 0.55560
```

## Properties
Total charge ... +1
Lowest unoccupied orbital energy ... -4.258 eV
Calculated total energy ... -1830.52049 hartree
ΔE to the lowest compared entry with this formula, charge and spin ... 0.0 kJ/mol
Gap between HOMO and LUMO ... 7.70 eV


Record 3
Density functional theory data (wB97M-V/def2-TZVPD) for a molecular structure, C30H40N5O5SSi2Ti.

Geometry as XYZ:
```
84
C30H40N5O5SSi2Ti wB97M-V/def2-TZVPD
Ti -0.29332 0.38350 0.99981
O -2.07591 1.61874 1.09086
C -2.54276 2.40475 2.17878
C -1.59390 3.55675 2.50161
N -0.23017 3.12684 2.61076
C 0.80516 3.79247 1.87691
C 1.70219 2.83162 1.07596
O 2.81736 3.19631 0.73634
O 1.16558 1.69455 0.79349
C 0.14618 2.51465 3.85832
C -0.51066 1.14082 4.08617
O -1.00214 0.88941 5.18174
O -0.46930 0.34207 3.08054
H -1.81489 2.18946 0.28230
H -2.65171 1.73201 3.02780
H -3.53341 2.80455 1.93333
H -1.95392 4.03878 3.42753
H -1.66368 4.30600 1.70820
H 1.46144 4.40920 2.50429
H 0.36016 4.45879 1.13462
H -0.08459 3.15268 4.72254
H 1.22471 2.33866 3.84382
N 1.37187 -3.40364 2.01618
C 2.73214 -3.46678 1.71566
C 3.37241 -4.68954 1.54651
C 4.73444 -4.73376 1.28933
C 5.45899 -3.55580 1.16615
C 4.81452 -2.33465 1.30454
C 3.45982 -2.28026 1.60526
S 2.64460 -0.75998 1.91046
N 1.07985 -1.14867 1.33103
C 0.56631 -2.34034 1.62658
C -0.83107 -2.52459 1.49082
C -1.51453 -3.74830 1.71827
C -2.87819 -3.78643 1.66541
C -3.59689 -2.60273 1.39428
C -2.87762 -1.45775 1.15239
N -1.54374 -1.39513 1.15841
H 0.91506 -4.28993 2.10775
H 2.79823 -5.60682 1.62226
H 5.22417 -5.69240 1.17077
H 6.51921 -3.58443 0.94977
H 5.36208 -1.40659 1.18632
H -0.97119 -4.65803 1.93952
H -3.40346 -4.71628 1.84179
H -4.67648 -2.58440 1.36741
H -3.37415 -0.52187 0.92984
C 1.16213 -0.75785 -4.03260
Si 1.08799 -0.52556 -2.13770
C 1.04087 -2.33226 -1.56504
C 2.77901 0.16503 -1.67239
C -0.35501 0.49334 -1.46446
C -0.29089 1.94973 -1.74996
C 0.50490 2.53539 -2.76118
C 0.48662 3.89078 -2.99240
C -0.35291 4.70995 -2.24137
C -1.12640 4.08984 -1.28774
N -1.09749 2.77925 -1.04135
Si -1.96484 -0.07212 -2.23339
C -2.11789 0.43049 -4.05984
C -2.18860 -1.94807 -2.20027
C -3.53619 0.73749 -1.54327
H 2.04840 -1.38278 -4.19665
H 1.29506 0.14978 -4.62518
H 0.30953 -1.30384 -4.44413
H 1.39651 -2.96282 -2.38543
H 0.04281 -2.68140 -1.28417
H 1.70379 -2.49101 -0.71186
H 3.52501 -0.61364 -1.87110
H 2.84851 0.45655 -0.62720
H 3.05099 1.03521 -2.27265
H 1.12718 1.90590 -3.37287
H 1.11879 4.31173 -3.76562
H -0.40409 5.77957 -2.38938
H -1.81036 4.66764 -0.67128
H -1.40165 -0.03347 -4.73784
H -2.03147 1.51555 -4.17357
H -3.12461 0.15036 -4.39149
H -1.63489 -2.41193 -3.02227
H -3.24883 -2.17814 -2.34687
H -1.87409 -2.42235 -1.26984
H -3.58732 1.77311 -1.89207
H -3.63485 0.74997 -0.45842
H -4.39448 0.20704 -1.96959
```

## Properties
Total charge ... -1
Lowest unoccupied orbital energy (spin up / spin down) ... 2.563 / 2.397 eV
Calculated total energy ... -3644.09495 hartree
ΔE to the lowest compared entry with this formula, charge and spin ... 50.0 kJ/mol
<S²> ... 2.015
Gap between HOMO and LUMO (spin up / spin down) ... 5.69 / 7.35 eV
Multiplicity ... 3